Version one
7
Properties=species:S:1:pos:R:3:nbo_charge:R:1 method="wB97M-V/def2-TZVPD" smiles="S=CNS" homo_ev=-8.7 total_charge=0
S 1.87051 -0.05679 -0.17492 0.141
H 2.07233 0.18330 1.19747 0.122
S -2.42474 -0.16017 -0.07794 -0.134
N 0.13934 -0.44715 -0.25666 -0.683
C -0.88877 0.41391 -0.26650 -0.071
H -0.82791 1.45907 -0.26983 0.218
H 0.05924 -1.39217 -0.15163 0.408

Version two
7
Properties=species:S:1:pos:R:3:nbo_charge:R:1 method="wB97M-V/def2-TZVPD" homo_ev="-8.8 / -8.8" total_charge=0
H -1.49639 -0.87039 0.65706 0.326
C 0.55098 0.23481 -0.24815 -0.305
H 0.89157 2.56164 0.41518 0.152
H -0.59028 -2.02249 -0.05005 0.345
S 1.63212 -0.21018 -1.33854 0.119
N -1.00846 -1.10870 -0.17111 -0.846
S 0.02045 1.41531 0.73561 0.208

Version three
7
Properties=species:S:1:pos:R:3:nbo_charge:R:1 method="wB97M-V/def2-TZVPD" homo_ev="-8.6 / -7.0" total_charge=0
S 1.72144 0.01406 -0.06668 0.217
N -1.35460 -1.01635 0.05028 -0.941
C 1.03221 1.37858 0.09825 -0.407
S -1.69594 0.66711 -0.08021 0.101
H -0.58694 -1.36066 -0.58565 0.380
H 0.29013 2.17787 0.28705 0.259
H -2.18489 -1.60374 0.02831 0.391

Version four
7
Properties=species:S:1:pos:R:3:nbo_charge:R:1 method="wB97M-V/def2-TZVPD" smiles="N=C=S.S" homo_ev=-9.6 total_charge=0
N -1.95845 -1.54775 -0.76373 -0.639
S 0.31852 -0.83723 0.60651 -0.038
S 2.27416 2.30275 0.32802 -0.296
H -2.67656 -2.13048 -0.89115 0.416
H 2.03489 0.97648 0.33266 0.141
H 0.95125 2.62773 0.54897 0.152
C -0.94381 -1.39150 -0.16128 0.264

Quick one: least stable of them? version three

Version one
27
Properties=species:S:1:pos:R:3:nbo_charge:R:1 method="wB97M-V/def2-TZVPD" smiles="CNO[Si](C)(C)C=C(C)C" homo_ev=-8.6 total_charge=0
H 1.24087 -1.24385 2.68481 0.200
H -3.60999 2.14291 -0.24316 0.204
H 2.85897 -0.53828 2.23292 0.200
H 2.50855 -0.81572 -2.54577 0.245
H 1.09112 -1.96370 -2.85598 0.255
H -1.20778 3.26534 -0.42770 0.220
C -1.68424 1.13719 -0.48227 0.027
C 1.80384 -0.33865 2.55796 -0.438
H -1.92919 -0.64175 -1.43476 0.202
Si 0.71310 -0.66810 -0.64599 1.840
H 1.20980 1.47677 1.85011 0.346
C -1.15858 0.04708 -1.10267 -0.623
C -3.08412 1.11560 -0.05328 -0.647
H -0.64613 -1.77091 1.14580 0.238
C -0.85000 2.34866 0.00640 -0.648
H -3.67152 0.32729 -0.67552 0.210
H -0.78597 -2.51403 -0.32287 0.231
H -1.09065 2.62698 1.07952 0.205
N 1.01057 0.48401 1.66563 -0.321
H 2.31527 -2.34679 -1.71534 0.245
O 1.61486 0.29977 0.37170 -0.778
H 1.88302 0.22251 3.49832 0.198
C -0.04533 -2.17056 0.29613 -1.132
H 0.17456 2.15741 -0.06512 0.218
C 1.72490 -1.47778 -2.04557 -1.153
H -3.25601 0.78026 0.95675 0.226
H 0.72163 -2.85423 0.77909 0.231

Version two
27
Properties=species:S:1:pos:R:3:nbo_charge:R:1 method="wB97M-V/def2-TZVPD" smiles="CC/N=C/CC[Si@H](C)OC" homo_ev=-9.3 total_charge=0
C -2.79217 0.80300 -2.06023 -0.608
H -3.67842 0.83952 -2.68662 0.212
H 3.28248 -0.61796 3.44424 0.240
C 0.91248 1.09746 0.74290 -0.875
H -0.14914 1.34802 0.70959 0.231
C 1.32302 0.45534 -0.60357 -0.463
H -2.06535 -0.95061 -3.08873 0.195
H -2.45675 1.81957 -1.86173 0.201
O 0.26064 -1.41930 1.99207 -0.903
H 3.61038 -0.29964 1.75727 0.234
H -0.91875 -1.29148 0.30937 0.202
C -1.68404 0.01991 -2.76212 -0.240
H -1.29761 -2.59461 1.46822 0.183
H 2.92854 -1.84243 2.24821 0.251
N -0.59709 -0.22819 -1.84971 -0.428
H 1.43366 2.04396 0.87798 0.234
H -3.04848 0.33158 -1.11325 0.210
H -1.73331 -0.91163 1.84597 0.160
H 1.46196 -0.61854 -0.48193 0.219
H 2.26030 0.89310 -0.94601 0.214
H 0.24455 1.64058 -2.13738 0.141
C -0.98927 -1.55346 1.36866 -0.249
H 0.71820 0.64789 3.42994 -0.239
C 2.91081 -0.77381 2.43642 -1.121
Si 1.15503 -0.08573 2.23346 1.677
H -1.35111 0.58308 -3.64618 0.174
C 0.25943 0.66439 -1.62685 0.145

Quick one: least stable of them? version one

Version one
7
Properties=species:S:1:pos:R:3:nbo_charge:R:1 method="wB97M-V/def2-TZVPD" homo_ev="-10.2 / -10.2" total_charge=0
F 0.86233 1.91287 2.26403 -0.592
H 0.12824 -0.51513 1.22302 0.523
N 0.25999 -0.07095 -0.86457 -0.277
Cl -1.78667 2.52547 2.61885 -0.300
H 1.19948 0.32881 -0.76451 0.233
O -0.47017 0.02542 1.88115 -1.005
P -0.46614 1.54697 1.41203 1.417

Version two
7
Properties=species:S:1:pos:R:3:nbo_charge:R:1 method="wB97M-V/def2-TZVPD" smiles="N=[P@@](O)(F)Cl" homo_ev=-10.9 total_charge=0
Cl 1.41818 -0.68805 -1.52147 -0.183
O -0.83790 0.92747 -0.85080 -0.938
H -1.29148 1.13597 -0.04777 0.514
H 0.02648 -1.55091 1.22215 0.392
P 0.13200 -0.06864 -0.20334 2.103
F 1.18524 1.18599 0.66830 -0.614
N -0.63252 -0.94182 0.73293 -1.274

Quick one: least stable of them? version one